(1)
This record from the OMol25 dataset describes a molecular structure, C34H42N4O3P2STi in a non-equilibrium geometry. The level of theory is the ωB97M-V functional and the def2-TZVPD basis.

Total energy (a.u.): -3695.633106
HOMO-LUMO gap (spin up / spin down) (Eh): 0.264 / 0.252
2S+1: 3
<S²>: 2.01
Charge: 0
Highest occupied orbital energy (spin up / spin down) (eV): -7.2 / -8.5

Positions of all 87 atoms, in Å:
Ti: -1.0954 1.7503 -0.9223
S: 2.0312 3.0448 -3.2401
P: -1.3352 -2.9163 -0.7344
P: -2.8153 -0.1608 1.5765
O: 1.2883 3.9429 -4.1194
O: 2.4905 1.8406 -3.9197
O: -0.4264 1.7700 -2.4465
N: -0.6322 -4.0903 0.3506
N: -4.6343 -0.0990 1.7840
N: -2.0447 -4.2010 -1.7895
N: -2.6071 -0.1203 3.3574
C: 0.9211 1.1809 0.7087
C: -2.8950 -3.7425 -2.8155
C: -0.5213 -5.6384 2.0132
C: -1.3643 -5.0400 1.0855
C: 4.7666 3.5538 -2.3596
C: 1.5248 -1.0730 -0.5220
C: 5.9649 4.2770 -2.3709
C: 7.2286 6.3779 -3.0199
C: 0.4672 -0.1256 0.0921
C: -2.1271 1.0016 4.0330
C: 4.8673 6.0237 -3.6112
C: 3.6918 0.0717 -1.0168
C: -2.7814 -0.5162 5.5929
C: -2.8898 -2.6178 0.1708
C: -6.8157 -0.5490 2.2332
C: 2.0830 1.4834 1.3118
C: 0.7652 -5.0037 1.8945
C: -3.4681 -4.8295 -3.4550
C: 3.1979 0.5304 1.4933
C: 0.6908 -4.1011 0.8375
C: -6.7545 0.6335 1.4298
C: -2.7454 -1.9904 1.5665
C: -2.1962 0.7731 5.4026
C: -5.5053 -0.9709 2.4423
C: -2.9835 -6.0168 -2.8085
C: -3.0336 -1.0343 4.3278
C: -2.1186 -5.5979 -1.7937
C: 6.0072 5.5324 -2.9802
C: -0.8683 3.8791 -0.3755
C: 4.1469 0.6717 0.2934
C: 2.5867 -0.5338 -1.4353
C: 3.6482 4.0470 -3.0171
C: -5.4095 0.8894 1.1784
C: 3.6722 5.3187 -3.5579
H: -1.5869 -6.1971 -1.0726
H: 4.5651 -0.0599 -1.6811
H: 1.9699 -1.6308 0.3109
H: 3.7227 0.8119 2.4139
H: 0.9723 -1.8034 -1.1281
H: -3.4300 -2.0076 4.0829
H: 2.2650 2.5356 1.5920
H: -1.7345 1.8299 3.4665
H: -3.0378 -2.6811 -2.9800
H: 7.9970 6.0099 -2.3418
H: -1.7961 -2.2691 2.0429
H: 5.1170 0.2241 0.5685
H: -0.5148 4.6140 -1.1247
H: 1.4750 -3.5256 0.3449
H: 2.7791 5.7804 -3.9637
H: -3.5008 -1.9915 -0.4915
H: -0.7874 -6.4546 2.6804
H: -2.9589 -1.0325 6.5282
H: -7.5924 1.2141 1.0724
H: -0.3332 -0.0450 -0.7193
H: -4.9317 1.6812 0.6234
H: -1.6813 4.3650 0.1967
H: 2.4667 -0.7087 -2.5229
H: -5.1557 -1.8218 3.0106
H: 6.9720 7.4039 -2.7402
H: -3.5258 -2.4501 2.1922
H: -3.2466 -7.0421 -3.0542
H: 0.1045 1.9648 0.8183
H: -7.7029 -1.0417 2.6051
H: 4.9066 6.9485 -4.1866
H: -2.4030 -5.2642 0.8600
H: -0.0035 3.7661 0.3111
H: 4.4249 1.7391 0.1623
H: -0.0438 -0.7372 0.8544
H: -1.8305 1.4335 6.1762
H: 6.8666 3.8492 -1.9287
H: 4.7100 2.6062 -1.8367
H: 2.8710 -0.5091 1.5741
H: 7.6052 6.4016 -4.0480
H: -3.4441 -3.5651 0.2432
H: 1.6413 -5.1761 2.5142
H: -4.1625 -4.7897 -4.2898

(2)
This record from the OMol25 dataset describes a molecular structure, C34H42N6O6 in a non-equilibrium geometry. The level of theory is the ωB97M-V functional and the def2-TZVPD basis.

Total energy (a.u.): -2099.459226
HOMO-LUMO gap (Eh): 0.263
Charge: 0
Highest occupied orbital energy (eV): -7.3

Positions of all 88 atoms, in Å:
O: 2.4252 3.1647 -0.2826
O: 0.9214 1.7171 -0.9517
O: -0.7848 4.9438 1.3754
O: 0.0939 3.2899 2.4838
O: 2.7993 2.0034 -2.1896
O: -2.0054 3.1928 2.1329
N: -0.0170 1.9982 -5.4970
N: -2.7333 0.2338 -1.5968
N: 1.7142 -2.5920 -3.1711
N: 3.7807 -1.6062 3.0704
N: 0.1300 0.2197 2.8546
N: 1.4460 -0.1734 -1.2648
C: -3.8489 0.7823 -2.2012
C: 0.3156 2.3409 0.2248
C: 2.1251 -1.4901 -2.4158
C: 4.4324 -2.0086 -2.7162
C: -0.3451 -0.2419 3.8381
C: -0.2492 2.0348 2.9413
C: -1.6404 -2.1414 0.3040
C: -4.4036 0.1898 -3.3334
C: -1.8268 -2.0184 5.0365
C: 3.3543 -0.2268 1.2391
C: 1.9405 -0.4932 1.2945
C: 1.2350 1.3845 -3.4239
C: 0.5184 -0.0220 -0.6213
C: 2.6420 -3.3575 -3.7085
C: -2.3457 -0.9758 -1.9579
C: -0.9021 3.8375 1.9237
C: -4.0486 -1.1096 -3.6368
C: -1.7060 2.0988 3.0074
C: 1.1332 1.8442 -4.7407
C: -0.9589 -1.0967 1.1456
C: 2.4488 -1.8547 3.2059
C: -1.1336 1.6880 -4.7448
C: -1.2105 1.2818 -3.4186
C: 1.5151 -1.3620 2.3182
C: -2.9761 -1.7171 -2.8775
C: 3.4517 -1.1518 -2.2293
C: -0.6085 0.1534 0.2637
C: -1.0034 -0.7417 5.0502
C: -2.5560 -2.2666 3.6724
C: 3.9792 -3.1017 -3.4737
C: 1.2608 3.4707 0.4549
C: 0.0351 1.2239 -2.7163
C: 2.0682 2.2787 -1.2361
C: 4.2440 -0.8221 2.0221
H: -2.2498 -2.8660 0.8441
H: 0.2787 1.8034 3.8664
H: -0.7049 2.6900 0.0675
H: -3.1286 -1.3521 3.5175
H: -0.5695 1.0087 0.9383
H: 2.0695 1.9451 -5.2694
H: -3.2211 -3.1301 3.6748
H: -1.7684 -1.0152 1.8709
H: 1.2543 -0.1200 0.5487
H: -1.9185 1.1144 2.5905
H: -1.9651 2.3823 4.0275
H: 1.4590 3.7464 1.4907
H: 0.4605 -1.5936 2.2976
H: -1.4590 0.5210 -0.3104
H: -2.0532 1.9248 -5.2594
H: -0.2534 -0.6008 5.8285
H: 4.7346 -3.7515 -3.8901
H: 1.2691 -0.8995 -2.1245
H: 2.3763 -4.2666 -4.2277
H: -2.8271 -2.7365 -3.2016
H: 0.3091 1.7243 1.1236
H: -5.2749 0.6515 -3.7740
H: -2.4649 -1.8576 5.9055
H: -2.3749 -1.6287 -0.3171
H: -0.1254 -1.4395 1.7586
H: 3.6958 -0.2698 -1.6558
H: -1.0178 -2.7093 -0.3874
H: 2.1853 1.2165 -2.9389
H: -4.4566 -1.7528 -4.4024
H: 0.0568 1.1999 2.3107
H: -1.0781 -2.7818 5.2481
H: 3.6551 0.5849 0.5933
H: 2.0942 -2.3191 4.1142
H: -2.1851 1.0839 -2.9975
H: -1.9608 -2.6931 2.8651
H: -1.6289 0.1366 5.2096
H: 5.3051 -0.6643 1.8970
H: 0.9177 4.4316 0.0714
H: -1.4917 -1.3294 -1.3994
H: 0.0593 0.9442 -1.6734
H: 5.4763 -1.8624 -2.4813
H: -4.1851 1.7285 -1.8037

(3)
This record from the OMol25 dataset describes a molecular structure, C34H43AsOSSb2Y. The level of theory is the ωB97M-V functional and the def2-TZVPD basis.

Total energy (a.u.): -4548.521601
HOMO-LUMO gap (Eh): 0.254
Charge: +3
Highest occupied orbital energy (eV): -15.8

Positions of all 83 atoms, in Å:
Sb: 0.9922 0.2827 2.8191
Sb: 2.9854 -0.3015 -1.0718
Y: 0.0668 0.6945 -0.1539
As: -2.2069 -0.5180 -1.5251
S: 1.6240 3.6775 -1.4682
O: 0.6688 2.5432 -0.9456
C: -2.6794 2.1300 -0.4827
C: 1.0235 1.9555 4.1270
C: -3.9524 -0.8746 -2.2324
C: -2.5130 0.4988 1.2915
C: 4.2337 0.9682 -2.2326
C: -1.6555 -1.9939 -0.3903
C: -6.3269 -1.0642 -2.0099
C: 2.9922 -2.0302 -2.3081
C: 2.7370 -3.0091 3.2209
C: -2.5405 0.7935 -0.0789
C: -4.0185 -1.3230 -3.5490
C: 0.0307 4.7284 -3.3375
C: 3.8121 -2.0495 1.2907
C: 0.7418 5.2128 -1.0395
C: -2.4990 -2.7559 0.4115
C: 0.2756 -3.1282 0.5569
C: -5.0991 -0.7382 -1.4561
C: 3.5889 -4.4586 1.5154
C: -2.8449 3.1360 0.4615
C: -0.2037 -1.0699 3.9293
C: 4.3429 -0.9046 0.4763
C: 1.2455 3.8168 -3.2290
C: -0.2727 -2.2021 -0.3299
C: 0.2991 5.8630 -2.3540
C: -2.8230 2.8328 1.8188
C: -0.5767 -3.8759 1.3557
C: 2.9553 -0.5335 3.1501
C: -1.9559 -3.7047 1.2677
C: -2.6518 1.5182 2.2319
C: 2.9409 -4.2875 2.7321
C: -6.4019 -1.5206 -3.3203
C: 3.1615 -1.8775 2.5202
C: -5.2526 -1.6501 -4.0891
C: 4.0186 -3.3461 0.8116
H: -5.3171 -2.0010 -5.1098
H: 1.1371 2.8064 -3.6226
H: -7.3633 -1.7737 -3.7461
H: 2.1417 4.2681 -3.6635
H: 3.6649 0.2227 2.8220
H: -0.5799 6.4820 -2.1806
H: 2.4096 -1.8384 -3.2077
H: 3.7887 -5.4502 1.1322
H: 5.2487 -1.2028 -0.0531
H: 4.4346 1.9041 -1.7154
H: -0.8794 4.1852 -3.0745
H: -2.9600 3.6189 2.5496
H: 5.1737 0.4445 -2.4004
H: 1.4030 5.8232 -0.4277
H: -3.1246 -1.4176 -4.1538
H: 4.5869 -0.0200 1.0604
H: 4.5651 -3.4865 -0.1140
H: -3.5737 -2.6270 0.3526
H: -2.7048 2.3706 -1.5412
H: -1.2289 -0.7106 3.9953
H: 4.0213 -2.2496 -2.5882
H: 1.0849 6.5165 -2.7338
H: -5.0449 -0.3764 -0.4361
H: -2.6629 1.2777 3.2877
H: -0.1912 -2.0476 3.4523
H: -0.0803 5.0893 -4.3589
H: -2.6131 -4.3198 1.8686
H: 1.7858 2.6639 3.8094
H: 2.2767 -2.8826 4.1947
H: 0.2125 -1.1425 4.9330
H: 0.0533 2.4473 4.1431
H: -0.1648 -4.6192 2.0260
H: -0.0997 4.8693 -0.4355
H: -3.0049 4.1569 0.1386
H: 0.3803 -1.7650 -1.0936
H: 2.5736 -2.8832 -1.7770
H: 3.0312 -0.5983 4.2363
H: -2.4218 -0.5280 1.6271
H: 1.2619 1.5952 5.1265
H: -7.2275 -0.9613 -1.4199
H: 3.7683 1.1688 -3.1964
H: 2.6319 -5.1454 3.3145
H: 1.3456 -3.2987 0.5952

Which of these has the lowest total energy? C34H43AsOSSb2Y